Formula: C24H26NO4
Source: the OMol25 dataset
Level of theory: ωB97M-V/def2-TZVPD

```
55
Properties=species:S:1:pos:R:3:mulliken_charge:R:1
C 6.013 3.349 -1.525 -0.793
O 5.838 2.059 -2.144 -0.401
C 4.701 1.357 -1.904 0.897
C 4.614 0.129 -2.609 -0.722
C 3.484 -0.630 -2.514 -0.666
C 2.370 -0.213 -1.718 0.651
C 1.256 -1.093 -1.631 -0.667
C -0.113 -0.764 -1.496 0.354
C -1.069 -1.821 -1.396 -0.704
C -2.365 -1.567 -1.017 -0.544
C -2.778 -0.235 -0.836 0.932
O -4.116 -0.044 -0.497 -0.448
C -4.900 0.800 -1.309 0.101
C -5.825 0.198 -2.170 -0.355
C -6.456 0.989 -3.128 -0.376
C -6.230 2.371 -3.170 -0.494
C -5.366 2.959 -2.240 -0.556
C -4.719 2.185 -1.274 -0.180
C -1.891 0.839 -1.009 -0.299
C -0.587 0.573 -1.399 -0.472
C 2.498 0.993 -0.966 -0.269
C 3.641 1.777 -1.051 -0.929
H 7.017 3.635 -1.834 0.248
H 5.276 4.067 -1.906 0.352
H 5.949 3.275 -0.431 0.333
H 5.459 -0.166 -3.229 0.440
H 3.411 -1.579 -3.050 0.402
H 1.469 -2.140 -1.829 0.435
H -0.746 -2.844 -1.588 0.432
H -3.090 -2.366 -0.869 0.487
H -5.997 -0.877 -2.099 0.411
H -7.126 0.518 -3.845 0.365
H -6.750 2.990 -3.904 0.379
H -5.192 4.034 -2.258 0.378
H -4.071 2.629 -0.513 0.564
H -2.234 1.862 -0.840 0.139
H 0.096 1.395 -1.601 0.671
H 1.705 1.274 -0.266 0.514
H 3.739 2.698 -0.464 0.370
C 0.101 -1.920 6.801 -1.158
C 0.635 -2.808 5.707 -0.186
O 1.009 -1.895 4.639 -0.258
C 1.238 -2.485 3.461 0.361
C 1.707 -1.461 2.441 -0.183
N 0.546 -1.193 1.630 -0.465
O 1.091 -3.658 3.194 -0.585
H -0.155 -2.519 7.677 0.392
H 0.839 -1.164 7.102 0.302
H -0.807 -1.399 6.471 0.296
H 1.535 -3.349 6.024 0.273
H -0.123 -3.516 5.358 0.318
H 2.045 -0.576 2.987 0.296
H 2.515 -1.949 1.878 0.274
H 0.796 -0.649 0.813 0.018
H 0.117 -2.076 1.348 0.321
```

Output
Frontier orbital gap, eV: 6.1993
Relative energy (zero: lowest compared OMol25 entry of this formula, charge and spin), eV: 1.026
DFT total energy, Eh: -1285.56628
E_LUMO, eV: -5.44
Charge: +1
Spin multiplicity: 1
HOMO, eV: -11.6
F_max, eV/A: 1.60

=====

Formula: C24H27ClHoIO2PSb
Source: the OMol25 dataset
Level of theory: ωB97M-V/def2-TZVPD

```
58
Properties=species:S:1:pos:R:3:mulliken_spin:R:1
C 0.981 -2.209 -2.422 -0.001
C 2.255 -1.859 -3.099 0.000
H 1.161 -2.933 -1.598 0.000
H 0.254 -2.638 -3.135 0.000
H 0.547 -1.289 -1.959 0.001
O 2.448 -1.813 -4.309 0.000
I 2.902 0.537 -1.575 0.000
Ho -2.018 -0.295 -1.025 4.065
P -0.568 0.933 -3.617 -0.013
C 1.015 1.345 -4.478 -0.001
C -1.062 -0.255 -4.925 0.000
H -2.653 2.116 -3.979 0.000
H -1.537 2.360 -5.352 0.000
H -1.264 3.242 -3.816 0.000
C -1.609 2.306 -4.258 -0.001
H -2.066 -0.613 -4.671 0.000
H -1.080 0.284 -5.884 0.000
H 0.854 1.714 -5.504 0.000
H 1.658 0.448 -4.542 0.000
H -0.331 -1.073 -4.965 0.000
H 1.511 2.131 -3.897 0.000
C 3.393 -1.485 -2.126 0.000
O 4.268 -2.195 -1.723 0.000
Cl -4.098 0.386 -2.101 -0.019
C -0.773 4.016 4.596 0.000
C 0.327 4.158 3.740 0.000
C 0.559 3.207 2.732 0.001
C -0.292 2.104 2.584 -0.003
C -1.352 1.926 3.479 0.000
C -1.601 2.891 4.469 0.000
Sb 0.114 0.688 0.978 -0.005
C 1.682 -0.537 1.940 -0.004
C 2.095 -1.771 1.413 0.001
C 3.268 -2.372 1.879 0.000
C 4.034 -1.759 2.878 0.000
C 3.566 -0.579 3.472 0.000
C 2.374 0.013 3.033 0.001
C -1.845 -0.721 1.338 0.002
C -1.441 -1.997 1.696 -0.002
C -2.370 -3.045 1.645 -0.002
C -3.689 -2.802 1.250 0.000
C -4.116 -1.509 0.949 -0.012
C -3.206 -0.417 1.065 -0.005
H -0.974 4.764 5.371 0.000
H 1.007 5.003 3.864 0.000
H 1.422 3.343 2.078 0.000
H -1.986 1.040 3.428 0.000
H -2.441 2.754 5.152 0.000
H 1.534 -2.275 0.629 0.000
H 3.593 -3.324 1.449 0.000
H 4.977 -2.199 3.193 0.000
H 4.131 -0.117 4.279 0.000
H 2.004 0.903 3.535 0.000
H -0.425 -2.153 2.057 0.000
H -2.066 -4.052 1.913 0.000
H -4.379 -3.640 1.173 0.000
H -5.167 -1.322 0.692 -0.001
H -3.525 0.633 1.007 0.003
```

Output
Frontier orbital gap (alpha / beta), eV: 6.8719 / 7.0800
DFT total energy, Eh: -3368.16652
E_LUMO (alpha / beta), eV: -7.77 / -7.56
Charge: +2
Spin multiplicity: 5
HOMO (alpha / beta), eV: -14.6 / -14.6
F_max, eV/A: 2.80

=====

Formula: C24H27CoN5Sb
Source: the OMol25 dataset
Level of theory: ωB97M-V/def2-TZVPD

```
58
Properties=species:S:1:pos:R:3:mulliken_spin:R:1
Co -1.274 -0.155 -1.436 0.971
C -3.005 3.474 -1.451 -0.006
C -1.965 4.402 -1.589 -0.002
C -0.683 3.951 -1.743 0.002
C -0.403 2.568 -1.737 -0.006
N -1.420 1.683 -1.561 -0.017
C -2.684 2.146 -1.448 -0.004
N 0.884 2.185 -1.879 0.007
C 1.289 0.959 -1.900 0.014
N 0.487 -0.160 -1.864 0.011
C 1.291 -1.280 -1.879 0.008
N 0.891 -2.504 -1.805 0.007
C -0.395 -2.883 -1.654 -0.008
C -0.681 -4.265 -1.634 0.003
C -1.970 -4.708 -1.515 -0.002
C -3.009 -3.774 -1.416 -0.006
C -2.681 -2.448 -1.411 -0.005
N -1.413 -1.993 -1.508 -0.013
C 2.682 -0.859 -1.949 -0.006
C 3.866 -1.577 -1.947 -0.001
C 5.050 -0.856 -1.947 0.000
C 5.049 0.539 -1.948 0.000
C 3.865 1.259 -1.955 -0.001
C 2.681 0.540 -1.954 -0.004
H -4.034 3.789 -1.354 0.000
H -2.180 5.462 -1.570 0.000
H 0.160 4.614 -1.869 0.000
H -3.457 1.387 -1.346 0.003
H 0.163 -4.934 -1.723 0.000
H -2.190 -5.766 -1.490 0.000
H -4.041 -4.084 -1.338 0.000
H -3.449 -1.684 -1.318 0.002
H 3.857 -2.659 -1.938 0.000
H 5.997 -1.379 -1.945 0.000
H 5.996 1.063 -1.941 0.000
H 3.854 2.341 -1.957 0.000
C -3.013 0.602 3.511 0.002
C -1.836 -0.348 3.329 0.029
Sb -0.861 -0.108 1.394 0.022
C -0.072 1.898 1.681 0.001
C 0.621 2.165 3.013 0.000
C 0.834 -1.444 1.673 0.002
C 1.442 -1.467 3.072 0.000
H -3.420 0.502 4.518 0.001
H -3.816 0.384 2.806 0.000
H -2.714 1.643 3.379 0.001
H -2.146 -1.389 3.410 0.001
H -1.058 -0.160 4.070 0.000
H -0.940 2.552 1.562 0.000
H 0.603 2.088 0.850 0.001
H -0.039 1.966 3.858 0.000
H 0.915 3.216 3.063 0.000
H 1.523 1.566 3.124 0.000
H 1.576 -1.165 0.927 -0.001
H 0.458 -2.433 1.406 0.000
H 1.859 -0.502 3.354 0.000
H 2.251 -2.200 3.099 0.000
H 0.706 -1.761 3.820 0.000
```

Output
Frontier orbital gap (alpha / beta), eV: 7.0542 / 7.3801
Relative energy (zero: lowest compared OMol25 entry of this formula, charge and spin), eV: 0.334
DFT total energy, Eh: -2827.36365
E_LUMO (alpha / beta), eV: -3.82 / -3.80
Charge: +1
Spin multiplicity: 2
HOMO (alpha / beta), eV: -10.9 / -11.2
F_max, eV/A: 1.50

=====

Formula: C24H27F2Si
Source: the OMol25 dataset
Level of theory: ωB97M-V/def2-TZVPD

```
54
Properties=species:S:1:pos:R:3:mulliken_charge:R:1
C 3.162 -5.489 -0.697 -1.459
C 2.721 -4.056 -0.755 0.668
C 3.478 -3.120 -0.065 0.099
F 4.727 -3.509 0.425 -0.320
C 3.014 -1.813 0.082 -0.782
C 1.756 -1.397 -0.449 0.055
C 1.319 -0.006 -0.304 0.331
C 1.930 0.886 0.683 0.847
C 2.385 0.428 1.964 -0.830
C 3.237 1.258 2.691 0.448
F 3.944 0.758 3.774 -0.324
C 3.540 2.580 2.301 0.798
C 4.459 3.452 3.127 -1.399
C 2.952 3.063 1.120 -0.730
C 2.107 2.253 0.374 -0.692
C 0.986 -2.333 -1.185 -0.697
C 1.495 -3.621 -1.350 -0.764
H 2.564 -6.042 -1.421 0.380
H 4.241 -5.629 -0.902 0.335
H 3.005 -5.947 0.307 0.297
H 3.665 -1.094 0.570 0.606
H 1.158 0.506 -1.321 0.537
H 2.157 -0.588 2.344 0.617
H 4.323 4.489 2.789 0.388
H 4.252 3.410 4.222 0.334
H 5.530 3.185 3.002 0.294
H 3.259 4.082 0.782 0.302
H 1.631 2.603 -0.536 0.403
H 0.024 -1.996 -1.618 0.671
H 0.955 -4.345 -1.956 0.342
C -1.965 1.216 1.374 -1.015
Si -1.763 0.209 -0.166 -0.145
C -2.247 -1.575 -0.273 -1.008
C -2.263 1.208 -1.781 -1.010
C -3.762 1.331 -1.688 0.470
C -4.322 2.410 -0.991 -0.288
C -5.711 2.517 -0.885 -0.634
C -6.530 1.513 -1.441 -0.404
C -5.959 0.414 -2.116 -0.653
C -4.569 0.314 -2.217 -0.253
H -0.165 0.056 -0.116 -0.007
H -3.018 1.517 1.565 0.378
H -1.592 0.600 2.213 0.366
H -1.324 2.128 1.343 0.340
H -3.347 -1.725 -0.320 0.412
H -1.777 -2.079 -1.146 0.409
H -1.841 -2.072 0.622 0.418
H -1.783 2.203 -1.783 0.510
H -1.968 0.650 -2.687 0.500
H -3.639 3.152 -0.554 0.372
H -6.145 3.368 -0.346 0.374
H -7.624 1.592 -1.355 0.370
H -6.588 -0.379 -2.539 0.375
H -4.074 -0.534 -2.710 0.367
```

Output
Frontier orbital gap, eV: 6.5563
Relative energy (zero: lowest compared OMol25 entry of this formula, charge and spin), eV: 0.000
DFT total energy, Eh: -1419.67819
E_LUMO, eV: -4.89
Charge: +1
Spin multiplicity: 1
HOMO, eV: -11.4
F_max, eV/A: 2.43